1.
{
  "formula": "C5H8N2O",
  "method": "the ωB97M-V functional and the def2-TZVPD basis",
  "e_above_lowest_kcal_mol": 158.1,
  "lumo_energy_ev": 0.684,
  "orbital_gap_ev": 10.612,
  "symbols": ["C", "C", "C", "C", "C", "H", "H", "H", "H", "H", "H", "H", "H", "N", "N", "O"],
  "xyz": [[2.117311, -0.485203, -0.351818], [-0.794329, 0.968493, 0.079196], [-1.355294, -0.295504, -0.728142], [-0.219732, -0.900852, 0.013641], [-0.553159, 0.098874, 1.111867], [2.561300, -1.548549, -0.366543], [1.025500, 1.710368, -0.207857], [-1.545669, 1.702753, -0.004383], [-2.287647, -0.760216, -0.112524], [-1.570369, -0.209053, -1.976068], [-0.098707, -1.829567, 0.397652], [-0.012794, 0.507385, 1.965070], [-1.369505, -0.355563, 1.694654], [0.928984, -0.293584, -0.943964], [0.342093, 1.208744, -0.923285], [2.832012, 0.481471, 0.352498]],
  "forces_ev_per_a": [[5.47, 4.43, 4.80], [-3.68, 1.42, -7.67], [-4.64, -0.77, -0.80], [2.34, 1.74, -2.05], [1.99, -1.72, 5.06], [-0.88, 1.57, -0.08], [-0.65, -1.14, -2.28], [-0.16, 1.77, 0.56], [1.49, 1.42, -2.03], [1.10, -0.60, 3.81], [0.66, -3.42, -0.09], [1.44, -0.47, -0.22], [-0.48, 0.39, -0.90], [-2.40, 1.20, 1.94], [2.44, -0.45, 4.33], [-4.05, -5.36, -4.37]],
  "mulliken_charge": [0.1104, -0.2203, -0.5239, -0.4833, -0.6623, 0.3345, 0.3365, 0.5389, 0.2437, 0.2895, 0.6055, 0.3543, 0.3006, -0.1228, -0.5104, -0.5912]
}

---

2.
{
  "formula": "C5H8N2O",
  "method": "the ωB97M-V functional and the def2-TZVPD basis",
  "e_above_lowest_kcal_mol": 56.1,
  "lumo_energy_ev": [0.961, -2.075],
  "orbital_gap_ev": [5.394, 6.810],
  "spin_multiplicity": 3,
  "symbols": ["C", "C", "C", "C", "C", "N", "N", "O", "H", "H", "H", "H", "H", "H", "H", "H"],
  "xyz": [[-0.669789, 0.085333, 1.483079], [-0.565461, -0.367794, 0.215293], [0.523040, 0.314387, -0.405965], [-1.449732, -1.417870, -0.425309], [0.979051, 0.095928, -1.840830], [1.134878, 1.063173, 0.529990], [0.446678, 0.861266, 1.648214], [0.750900, 1.734393, 2.740249], [-1.268149, -0.168308, 2.258984], [-2.375475, -1.050495, -1.042788], [-0.884262, -1.791392, -1.331189], [-1.516194, -2.132515, 0.359278], [0.213898, -0.236540, -2.511570], [1.402284, 1.033688, -2.243622], [1.925558, -0.407746, -1.719572], [1.352777, 2.384494, 2.285758]],
  "forces_ev_per_a": [[-1.36, -0.86, -1.61], [-1.82, -0.20, -1.36], [-1.87, -2.13, -2.03], [0.67, 1.67, -2.93], [0.87, 2.49, 2.12], [2.93, 2.81, 0.84], [4.08, 1.75, 1.80], [-0.76, -0.29, -2.23], [-1.55, -0.84, 2.13], [1.09, -0.50, 2.14], [-0.22, -0.29, 1.33], [-1.07, -1.11, -0.02], [-0.05, -0.76, -0.14], [-0.60, 0.13, 0.13], [0.17, -1.29, -0.52], [-0.52, -0.59, 0.35]],
  "mulliken_charge": [-1.2697, 0.9515, 0.3600, -1.0880, -1.2458, -0.9243, 0.8089, -0.4956, 0.5307, 0.2584, 0.2754, 0.3360, 0.4040, 0.3630, 0.3049, 0.4305]
}

---

3.
{
  "formula": "C5H8N2O",
  "method": "the ωB97M-V functional and the def2-TZVPD basis",
  "e_above_lowest_kcal_mol": 39.8,
  "lumo_energy_ev": [0.855, -2.565],
  "orbital_gap_ev": [6.507, 7.434],
  "spin_multiplicity": 3,
  "symbols": ["C", "C", "C", "C", "C", "N", "N", "O", "H", "H", "H", "H", "H", "H", "H", "H"],
  "xyz": [[1.628682, 0.856115, -0.341091], [-1.660750, 2.439902, 0.377202], [-1.451241, -1.909964, 0.639061], [-0.659143, 1.722014, -0.006199], [2.059746, -0.353736, -1.090042], [0.345609, 1.224024, -0.523896], [-0.407171, -2.322859, 1.185270], [2.363604, 1.623065, 0.292014], [-2.807449, 2.140810, 0.377250], [-1.421968, 3.383624, 0.922242], [-1.700399, -0.839063, 0.778052], [-2.196910, -2.462314, 0.084711], [-0.378269, -3.375347, 1.150375], [2.077654, -0.255274, -2.163778], [1.225701, -1.164328, -0.896303], [2.982304, -0.706668, -0.784870]],
  "forces_ev_per_a": [[2.35, 2.87, 0.02], [-3.39, 2.09, 2.08], [-0.94, 1.77, 0.14], [1.61, -1.54, -1.56], [-3.39, -1.76, 0.28], [-1.74, -1.73, -0.47], [0.48, -1.97, 0.65], [-0.21, -1.67, -0.07], [2.03, 0.46, -0.11], [-0.72, -0.05, -0.29], [0.28, -0.37, -0.44], [-0.13, -0.59, -0.06], [0.32, 1.17, -0.32], [-0.14, 0.58, -0.37], [1.78, 1.36, -0.28], [1.82, -0.62, 0.80]],
  "mulliken_charge": [0.6481, -0.7547, -0.1595, 0.5016, -0.8664, -0.2647, -0.4518, -0.5449, 0.2346, 0.2507, 0.1269, 0.2537, 0.2315, 0.2892, 0.1670, 0.3390]
}

---

4.
{
  "formula": "C5H8N2O",
  "method": "the ωB97M-V functional and the def2-TZVPD basis",
  "e_above_lowest_kcal_mol": 95.3,
  "lumo_energy_ev": [0.983, -2.216],
  "orbital_gap_ev": [5.916, 6.725],
  "spin_multiplicity": 3,
  "symbols": ["C", "C", "C", "C", "C", "N", "N", "O", "H", "H", "H", "H", "H", "H", "H", "H"],
  "xyz": [[1.465934, 1.779863, 0.810538], [0.387456, 0.802369, 0.719538], [-0.090115, 0.259944, -0.468012], [2.179608, -0.688204, -0.559329], [-1.185287, -0.821510, -0.584731], [2.833208, 0.416703, -0.650826], [2.170335, -1.880867, -0.325916], [2.425373, 1.696465, -0.292761], [2.028414, 1.797987, 1.734005], [1.168076, 2.733389, 0.670687], [-0.062415, 0.345374, 1.653036], [0.127286, 0.795724, -1.454353], [-2.089272, -0.456655, -0.953281], [-0.930182, -1.514730, -1.345285], [-1.286652, -1.212173, 0.285953], [1.906998, -2.608838, -0.920828]],
  "forces_ev_per_a": [[0.94, -1.82, -0.04], [-2.67, -2.27, -0.06], [0.28, 1.59, -0.60], [-5.53, -0.06, -1.30], [3.04, 3.47, -4.06], [4.02, 3.98, 1.09], [2.71, -0.15, 1.18], [0.01, -3.34, -0.91], [0.18, -0.53, 0.39], [-1.26, 3.37, -0.41], [0.98, 0.64, -0.96], [-0.04, -0.80, 1.46], [-1.63, 1.19, -0.29], [0.71, -1.05, -0.46], [-0.92, -3.00, 5.54], [-0.83, -1.21, -0.57]],
  "mulliken_charge": [-0.3671, -0.3926, 0.1111, 0.2933, -1.5205, -0.2150, -0.4297, -0.1306, 0.3191, 0.3420, 0.1858, 0.2917, 0.4117, 0.3373, 0.4740, 0.2896]
}

---

Total energy? In order: -379.8363 -379.8090 -379.8350 -379.7465 Eh.